A 2-piece molecular cluster, C8H13N4O overall in a non-equilibrium geometry. Source: the Open Molecules 2025 dataset; level of theory: ωB97M-V with the def2-TZVPD basis set.

Summary:
Total energy (eV): -16506.169
Net charge: +1
Relative energy (zero: lowest compared OMol25 entry of this formula, charge and spin) (kcal per mole): 32.1
Molar mass (g/mol): 181.2
Highest occupied orbital energy (spin up / spin down) (eV): -12.22 / -12.22
LUMO level (spin up / spin down) (eV): -5.0 / -5.0
Frontier orbital gap (spin up / spin down) (eV): 7.26 / 7.26

Each line ends with the Mulliken charge.
Geometry (Å):
O1 -1.764 1.742 -0.884  -0.403
N1 1.550 -0.797 -0.030  0.165
N2 1.725 1.848 -1.147  -0.740
N3 -0.131 -1.487 1.114  0.217
N4 0.269 3.059 0.259  -0.406
C1 -1.415 -1.517 1.666  0.318
C2 -0.376 0.743 -2.601  -1.321
C3 0.293 -0.508 0.297  -0.499
C4 1.950 -1.953 0.588  -0.668
C5 0.563 2.172 -0.715  0.544
C6 -1.897 -2.464 2.453  -1.013
C7 0.890 -2.393 1.308  -0.130
C8 -0.577 1.485 -1.347  0.891
H1 -0.682 3.286 0.489  0.188
H2 0.681 0.553 -2.754  0.340
H3 0.791 -3.253 1.934  0.319
H4 -2.900 -2.392 2.831  0.260
H5 2.106 -0.192 -0.625  0.274
H6 2.489 2.356 -0.712  0.201
H7 -0.945 -0.184 -2.628  0.426
H8 -0.726 1.366 -3.432  0.429
H9 -2.486 1.309 -1.371  0.418
H10 -1.338 -3.332 2.756  0.249
H11 1.005 3.579 0.706  0.204
H12 2.926 -2.373 0.464  0.464
H13 -2.000 -0.652 1.383  0.273

***

One molecule with the formula C4H8NOP in a non-equilibrium geometry. Source: the Open Molecules 2025 dataset; level of theory: ωB97M-V with the def2-TZVPD basis set.

Summary:
Expectation value of S²: 2.0069
Total energy (eV): -17099.763
Relative energy (zero: lowest compared OMol25 entry of this formula, charge and spin) (kcal per mole): 18.5
Molar mass (g/mol): 117.1
Highest occupied orbital energy (spin up / spin down) (eV): -5.81 / -9.93
LUMO level (spin up / spin down) (eV): 0.9 / -2.9
2S+1: 3
Frontier orbital gap (spin up / spin down) (eV): 6.68 / 7.00

Each line ends with the Mulliken charge.
Geometry (Å):
P1 1.316 -0.035 0.144  0.710
O1 2.555 -0.232 0.933  -0.678
N1 1.458 0.944 -1.217  -0.572
C1 -1.469 0.159 0.439  -0.443
C2 -1.052 -1.104 -0.253  -0.200
C3 -0.160 0.752 1.102  -0.676
C4 0.233 -1.377 -0.413  -0.801
H1 -1.951 -1.816 -0.534  0.290
H2 -0.146 1.858 0.994  0.329
H3 0.575 -2.251 -0.811  0.596
H4 -0.423 0.650 2.183  0.339
H5 -1.875 0.944 -0.319  0.201
H6 0.764 0.747 -1.869  0.276
H7 2.425 0.849 -1.538  0.273
H8 -2.249 -0.089 1.158  0.355

***

C27H22F5HgP2 as an isolated structure in a non-equilibrium geometry. Source: the Open Molecules 2025 dataset; level of theory: ωB97M-V with the def2-TZVPD basis set.

Summary:
Expectation value of S²: 0.7626
Total energy (eV): -64693.148
Relative energy (zero: lowest compared OMol25 entry of this formula, charge and spin) (kcal per mole): 24.3
Molar mass (g/mol): 704.0
Highest occupied orbital energy (spin up / spin down) (eV): -5.68 / -8.21
LUMO level (spin up / spin down) (eV): 0.2 / -0.3
2S+1: 2
Frontier orbital gap (spin up / spin down) (eV): 5.92 / 7.91

Each line ends with the Mulliken charge.
Geometry (Å):
Hg1 -14.751 -15.477 -0.630  0.185
P1 -13.314 -14.066 -2.235  0.018
P2 -12.707 -11.036 -1.358  -0.470
F1 -16.081 -17.501 1.569  -0.308
F2 -16.031 -19.775 -0.309  -0.263
F3 -14.132 -18.236 0.766  -0.292
F4 -17.292 -18.015 -0.602  -0.257
F5 -15.441 -18.241 -1.795  -0.178
C1 -15.273 -17.580 0.442  0.069
C2 -14.646 -17.005 -4.762  -0.690
C3 -9.960 -11.127 -4.441  -0.834
C4 -13.223 -12.251 1.071  -0.307
C5 -11.202 -15.065 -3.785  0.051
C6 -9.275 -9.526 -2.744  -0.620
C7 -14.193 -14.904 -3.598  0.672
C8 -15.410 -16.253 -5.748  -0.588
C9 -10.321 -9.913 -1.940  -0.365
C10 -9.396 -15.224 -1.677  -0.584
C11 -9.037 -10.163 -3.993  -0.481
C12 -15.570 -14.879 -5.594  -0.654
C13 -11.610 -12.504 2.822  -0.317
C14 -14.014 -16.293 -3.736  -0.328
C15 -10.594 -12.057 1.959  -0.902
C16 -10.913 -11.905 0.610  -0.147
C17 -11.588 -14.595 -2.550  0.703
C18 -12.908 -12.626 2.370  -0.727
C19 -16.015 -18.446 -0.575  0.664
C20 -11.252 -10.783 -2.434  0.603
C21 -11.027 -11.481 -3.630  0.171
C22 -12.235 -11.885 0.156  0.708
C23 -15.007 -14.191 -4.509  -0.550
C24 -9.122 -15.866 -2.897  -0.582
C25 -9.978 -15.696 -3.994  -0.845
C26 -10.659 -14.654 -1.489  -0.469
C27 -13.655 -12.250 -2.345  -1.131
H1 -8.234 -16.502 -2.923  0.377
H2 -8.232 -9.885 -4.636  0.414
H3 -10.985 -14.277 -0.497  0.376
H4 -13.571 -11.955 -3.424  0.697
H5 -14.712 -12.099 -2.043  0.648
H6 -8.651 -8.712 -2.349  0.349
H7 -10.122 -11.891 -0.132  0.548
H8 -8.669 -15.214 -0.852  0.417
H9 -13.455 -16.853 -2.985  0.542
H10 -9.715 -16.083 -4.972  0.440
H11 -9.773 -11.656 -5.358  0.415
H12 -11.669 -12.340 -3.941  -0.004
H13 -13.692 -13.058 2.987  0.420
H14 -14.260 -12.301 0.671  0.353
H15 -16.312 -14.335 -6.183  0.342
H16 -15.054 -13.117 -4.415  0.351
H17 -9.535 -11.967 2.270  0.346
H18 -15.899 -16.734 -6.561  0.426
H19 -10.392 -9.520 -0.932  0.413
H20 -11.886 -14.963 -4.622  0.472
H21 -11.388 -12.646 3.893  0.351
H22 -14.534 -18.123 -4.737  0.350

***

C26H37GdO8P2 as an isolated structure in a non-equilibrium geometry. Source: the Open Molecules 2025 dataset; level of theory: ωB97M-V with the def2-TZVPD basis set.

Summary:
Expectation value of S²: 15.8914
Total energy (eV): -83343.580
Net charge: +2
Relative energy (zero: lowest compared OMol25 entry of this formula, charge and spin) (kcal per mole): 0.0
Molar mass (g/mol): 696.8
Highest occupied orbital energy (spin up / spin down) (eV): -12.78 / -12.78
LUMO level (spin up / spin down) (eV): -6.8 / -4.5
2S+1: 8
Frontier orbital gap (spin up / spin down) (eV): 5.94 / 8.25

Each line ends with the Mulliken charge.
Geometry (Å):
Gd1 0.186 0.810 0.779  -0.184
P1 2.217 -1.215 0.862  1.461
P2 2.232 1.343 -1.250  1.202
O1 1.625 2.147 2.387  0.006
O2 -4.188 -3.900 -4.085  -0.481
O3 -2.249 1.245 1.366  -0.035
O4 -0.437 3.213 0.855  -0.152
O5 -3.755 -4.705 -1.957  -0.495
O6 -0.858 -1.070 0.354  -0.638
O7 -0.829 0.537 -1.138  -0.491
O8 -0.491 0.733 3.260  0.035
C1 1.849 -0.618 -3.210  -0.742
C2 2.025 -1.457 -0.946  0.464
C3 1.421 3.564 2.310  -0.801
C4 1.837 -2.747 -1.447  -0.774
C5 3.999 -1.046 1.183  -1.338
C6 -2.733 2.590 1.375  -0.626
C7 -3.477 -2.993 -3.396  1.018
C8 -2.313 -0.997 -2.945  -0.446
C9 2.025 -0.371 -1.848  0.369
C10 -1.865 0.639 3.666  -0.758
C11 -1.228 -0.632 -0.796  1.793
C12 1.507 2.410 -2.527  -1.593
C13 1.661 -2.971 -2.802  -0.908
C14 -2.040 -1.459 -1.680  0.242
C15 0.342 1.299 4.276  -0.652
C16 -2.704 0.401 2.428  -0.738
C17 1.710 1.548 3.686  -0.694
C18 -4.428 -5.011 -3.185  -0.257
C19 1.780 -2.803 1.616  -1.711
C20 1.671 -1.905 -3.687  -1.014
C21 -1.821 3.394 0.479  -0.816
C22 -3.046 -1.773 -3.853  -1.313
C23 -0.024 3.915 2.036  -0.426
C24 -3.212 -3.457 -2.121  0.426
C25 -2.490 -2.722 -1.233  -0.939
C26 4.018 1.658 -1.413  -1.272
H1 0.757 -3.072 1.356  0.403
H2 2.292 2.187 4.354  0.532
H3 2.018 2.306 -3.485  0.576
H4 -5.500 -5.090 -3.011  0.276
H5 2.254 0.615 3.544  0.079
H6 -0.124 2.224 4.632  0.454
H7 -0.671 3.643 2.874  0.208
H8 4.600 0.927 -0.860  0.372
H9 -2.605 -0.620 2.064  0.170
H10 4.191 -1.239 2.240  0.539
H11 1.823 -3.596 -0.778  0.378
H12 -1.994 -0.179 4.378  0.427
H13 -4.000 -5.910 -3.621  0.267
H14 1.538 -2.073 -4.747  0.479
H15 0.429 0.617 5.127  0.468
H16 -1.947 -0.021 -3.232  0.551
H17 -2.747 2.977 2.398  0.406
H18 4.565 -1.767 0.592  0.429
H19 -2.138 1.572 4.170  0.457
H20 1.751 4.045 3.233  0.521
H21 4.277 2.655 -1.058  0.450
H22 1.846 0.203 -3.914  0.370
H23 4.349 -0.041 0.967  0.262
H24 -3.753 2.622 0.984  0.440
H25 2.459 -3.600 1.308  0.503
H26 1.518 -3.980 -3.165  0.479
H27 -2.263 -3.081 -0.239  0.569
H28 1.610 3.448 -2.205  0.423
H29 -1.890 3.048 -0.551  0.230
H30 -2.070 4.456 0.512  0.551
H31 0.450 2.185 -2.656  0.314
H32 1.847 -2.701 2.699  0.435
H33 4.283 1.579 -2.469  0.448
H34 -3.757 0.591 2.644  0.522
H35 2.053 3.921 1.497  0.305
H36 -0.097 4.993 1.869  0.503
H37 -3.274 -1.440 -4.854  0.482